Version A
B3CsF12 as an isolated structure. Source: the Open Molecules 2025 dataset; level of theory: ωB97M-V with the def2-TZVPD basis set.

```
16
Properties=species:S:1:pos:R:3
F -7.18619 -20.22289 1.75271
F -7.22589 -18.11615 2.51616
F -8.40942 -15.84102 4.85670
F -7.51452 -20.90001 6.92744
Cs -8.51995 -18.91733 5.01230
F -6.96712 -14.66305 6.16438
B -6.77657 -21.78469 6.16488
B -7.82050 -19.00744 1.68687
F -7.34838 -21.98296 4.90769
F -7.67237 -16.71731 6.72512
F -9.09668 -19.22756 2.12337
F -6.57803 -22.95025 6.87178
F -6.35955 -16.47039 5.01297
F -5.61057 -21.07967 6.00630
F -7.77162 -18.61753 0.34698
B -7.36250 -15.86187 5.68173
```

LUMO level   4.23 eV
Kohn-Sham gap   9.83 eV
HOMO energy   -5.6 eV
Net charge   -2

Version B
B3CsF12 as an isolated structure. Source: the Open Molecules 2025 dataset; level of theory: ωB97M-V with the def2-TZVPD basis set.

```
16
Properties=species:S:1:pos:R:3
F -3.26772 3.12601 -2.94520
F 4.74219 0.94979 0.75555
F 4.12852 2.98866 1.44503
Cs -0.24221 -0.18156 2.10845
F -1.17539 2.59873 -2.26068
F -2.76366 3.25063 -0.78830
B -2.23498 3.46545 -2.07101
B -2.52732 -5.35301 -0.07125
F 4.52675 1.43106 2.94259
F 6.18702 2.34880 1.85873
F -1.43187 -5.15487 0.72252
F -3.30937 -6.41882 0.22923
F -2.00374 -5.49093 -1.31921
B 4.92548 1.93807 1.65874
F -3.51693 -4.29126 -0.10208
F -2.03683 4.79326 -2.16309
```

LUMO level   2.55 eV
Kohn-Sham gap   8.67 eV
HOMO energy   -6.1 eV
Net charge   -2

version A takes first place; second place is 0.0589 hartree up.

Version A
C32H24Br2IrN7O2S2 as an isolated structure. Source: the Open Molecules 2025 dataset; level of theory: ωB97M-V with the def2-TZVPD basis set.

```
70
Properties=species:S:1:pos:R:3
C 4.65153 0.36278 0.59010
C -0.19651 2.37589 -1.52613
H -0.03526 -1.67726 -4.92404
H -0.04284 2.56042 -4.28853
N 2.01333 0.09546 4.25849
C 3.30099 0.28407 0.92322
H -2.68179 -5.89679 0.18314
C 3.98534 0.27648 3.31853
H 1.45873 -0.02344 6.25725
S 0.75056 -2.40168 0.19624
O -2.10474 -8.46034 -0.92080
C 0.68416 -6.30609 -0.22252
C -0.67681 -6.62932 -0.15723
C 2.76828 0.26014 -1.30772
C -2.64962 0.59194 0.77012
C 1.79218 0.13324 2.94061
H -2.12978 1.37714 1.29804
H -0.21085 4.94093 1.30000
C -1.03360 -8.09663 -0.21448
N -0.14112 0.05625 -2.04862
H -1.98151 -3.54671 0.35059
C -0.02124 0.47779 -4.78419
N -7.23661 -0.68820 0.07593
H -4.59578 1.26842 1.33876
C -1.63808 -5.63244 0.06427
C -0.07156 2.88808 0.72812
N -0.05904 1.96370 -0.24457
H -0.51237 4.02054 -2.86894
N 2.99537 0.24149 2.31654
H 3.77780 0.18379 5.49640
Br -0.57193 6.46032 -1.23831
C 4.07637 0.34168 -1.70652
H 0.04704 2.52769 1.73906
N -1.89438 -0.30486 0.11335
H -4.33978 -2.24899 -1.11262
H -1.88061 -2.00338 -1.06314
H 6.10201 0.45437 -0.97345
O -0.35989 -8.87653 0.38425
C -0.05506 -0.81603 -4.27140
H 5.40878 0.39330 1.35134
N 2.33951 0.23665 -0.01884
C -0.07241 1.55275 -3.90174
C -4.02711 0.52902 0.79286
C 3.36779 0.18808 4.50127
C -4.66208 -0.49996 0.10746
C -2.51204 -1.30035 -0.54455
H -2.52544 -7.73471 -1.39766
Ir 0.16059 -0.10236 0.04920
H -0.08630 -1.96776 -2.46902
H 4.31974 0.35702 -2.75893
H 2.13629 -4.73624 -0.20234
C -1.25063 -4.31841 0.16417
C -0.14739 1.30957 -2.54378
S 0.19052 0.09695 2.36539
C 1.08928 -4.99934 -0.13799
C -0.36929 3.70751 -1.84554
H 0.27235 0.78637 5.21405
C 0.97827 -0.03883 5.28433
H 1.40591 -7.10380 -0.33765
H 2.00801 0.20849 -2.06115
Br 0.10928 0.77271 -6.61144
C -0.37264 4.66133 -0.83254
C 0.12211 -3.98004 0.05164
C -0.21819 4.23582 0.48098
C -0.09999 -0.97795 -2.90471
H 5.03499 0.36355 3.13104
C -3.88182 -1.43252 -0.57206
C -6.09239 -0.60249 0.09561
C 5.05068 0.39493 -0.72620
H 0.44763 -0.97975 5.15062
```

Multiplicity   2
LUMO level (spin up / spin down)   -8.86 / -10.65 eV
<S²>   0.78
Kohn-Sham gap (spin up / spin down)   7.61 / 5.93 eV
HOMO energy (spin up / spin down)   -16.5 / -16.6 eV
Net charge   +3

Version B
C32H24Br2IrN7O2S2 as an isolated structure. Source: the Open Molecules 2025 dataset; level of theory: ωB97M-V with the def2-TZVPD basis set.

```
70
Properties=species:S:1:pos:R:3
C -1.43928 -0.95820 -3.02576
C -0.77965 2.21423 1.50320
C 2.45587 -3.80557 2.85821
C -2.12969 2.26805 -0.36093
H -1.61363 -3.32366 4.98484
C 3.40773 3.18408 -0.82193
C -2.40636 -4.55407 -2.45412
C 6.92954 3.51648 -2.17643
C 5.58922 1.54387 -1.41104
H 2.45404 -4.25356 1.86486
H -1.62812 -3.47354 0.63732
C -2.82589 -1.21440 3.89873
C -1.78601 -3.46938 -0.43242
H -2.51904 1.74836 -1.22790
C -1.99350 4.21079 1.01666
C 4.43412 0.96717 -0.94644
S 1.83594 1.18364 -0.04128
C -0.28401 1.03632 -2.79407
Ir -0.65460 -0.54451 -0.07608
H -5.14914 0.19843 1.88996
C -1.88397 -1.48990 2.91622
C 3.32122 1.77949 -0.64132
N -0.75376 -0.09436 -2.25334
H 2.55100 3.80056 -0.58833
H 0.76005 -4.61872 4.95273
H -0.09018 1.64901 2.11616
Br -2.94368 -6.06996 -3.41414
H -0.69097 3.97396 2.72003
C -0.48878 1.37288 -4.11396
N -1.57482 -2.31078 -1.06498
C -2.18461 -3.35051 -3.11588
C -4.00403 -0.57816 3.55134
H -2.35620 -1.31856 -4.93840
H 0.29088 1.68461 -2.14384
C -1.10928 3.51176 1.83733
H -3.19833 4.07803 -0.76904
Br -1.61358 0.93094 -6.69332
H -3.34162 -0.26320 0.27051
C -4.22417 -0.25150 2.22049
C -1.26051 0.52043 -4.89936
H -0.06495 2.27764 -4.52506
C 0.39982 -2.43767 2.58602
O 7.38795 4.67307 -1.72767
H 6.44729 0.93312 -1.65689
S 1.04332 -1.59397 1.25027
C -1.74773 -0.65835 -4.33971
C 4.57014 3.74966 -1.29241
H 2.80156 -4.54274 3.57631
C -2.34795 5.56396 1.31986
H -4.75496 -0.37125 4.30205
C 0.39190 -3.84734 4.29832
C -2.50967 3.56953 -0.10939
O 7.42144 2.92265 -3.09085
H 6.95491 5.02702 -0.94410
N -1.28290 1.59547 0.42801
H 4.61031 4.81994 -1.45110
N -2.04941 -1.08611 1.65068
H 4.37250 -0.10463 -0.81898
C -1.76788 -2.24654 -2.39240
H 3.14603 -2.96313 2.85999
N 1.11556 -3.37065 3.22784
N -2.61834 6.65297 1.56257
H -2.31626 -3.29686 -4.18527
C -3.21870 -0.50788 1.31627
C -2.19924 -4.61272 -1.07900
N -0.77867 -2.30208 3.24559
H -2.35242 -5.53115 -0.53114
C 5.67609 2.93490 -1.56034
H -2.64905 -1.48304 4.92941
C -0.78286 -3.19437 4.31685
```

Multiplicity   2
LUMO level (spin up / spin down)   -10.46 / -10.50 eV
<S²>   0.95
Kohn-Sham gap (spin up / spin down)   5.25 / 5.62 eV
HOMO energy (spin up / spin down)   -15.7 / -16.1 eV
Net charge   +3

version A takes first place; second place is 0.1334 hartree up.

Version A
A 2-piece molecular cluster, C3H13N2O overall. Source: the Open Molecules 2025 dataset; level of theory: ωB97M-V with the def2-TZVPD basis set.

```
19
Properties=species:S:1:pos:R:3
N 0.05945 0.87663 1.08549
H 2.02395 -1.25004 1.00799
H -2.72786 -1.94242 -0.75054
C -0.06363 -0.63542 0.64952
H 0.80318 1.20454 0.32993
C -1.07283 -0.69285 -0.57904
H 1.09100 3.70256 0.16072
H -1.93090 -0.01984 -0.41902
H 0.53988 0.88339 1.98808
H -0.45847 -1.03627 1.60281
N -1.71033 -1.95933 -1.03084
H -1.85110 -2.14667 -2.00170
O 1.13193 2.83032 -0.35189
H 1.67668 -0.67642 -0.55192
H -0.63467 -0.17575 -1.36585
H 1.83904 3.07898 -1.09148
H 0.79569 -2.31551 -0.02075
H -0.78210 1.48889 1.04172
C 1.27110 -1.21479 0.29676
```

LUMO level   -3.33 eV
Kohn-Sham gap   9.89 eV
HOMO energy   -13.2 eV
Net charge   +1

Version B
A 2-piece molecular cluster, C3H13N2O overall. Source: the Open Molecules 2025 dataset; level of theory: ωB97M-V with the def2-TZVPD basis set.

```
19
Properties=species:S:1:pos:R:3
H 2.92944 0.24126 1.73566
H -3.03247 -0.74833 1.63970
H 0.74093 0.68757 1.61960
C 0.54989 0.43379 -0.51073
H 0.38374 -0.22327 -2.54850
O -2.98344 -0.42782 0.73015
H 2.96427 -0.87245 0.55859
H 1.23261 -1.30312 -1.52361
H 1.16265 1.26635 -0.85112
C 1.08545 -0.02174 0.86355
H -0.78316 1.85342 0.36127
H -1.21952 1.40448 -1.14526
H -0.57388 -1.17971 -1.44870
H 0.64442 -1.01065 1.06223
N -0.81009 1.06285 -0.27887
C 0.37065 -0.64391 -1.54059
H -1.46785 0.37158 0.14089
N 2.52454 -0.01443 0.84950
H -3.71819 -0.87585 0.28627
```

LUMO level   -3.15 eV
Kohn-Sham gap   10.04 eV
HOMO energy   -13.2 eV
Net charge   +1

version B takes first place; second place is 0.0652 hartree up.

Version A
A 2-piece molecular cluster, C3H13N2O overall. Source: the Open Molecules 2025 dataset; level of theory: ωB97M-V with the def2-TZVPD basis set.

```
19
Properties=species:S:1:pos:R:3
H 1.95068 0.89511 -0.34430
H 3.42255 -2.07715 1.00686
H 0.63830 0.26226 -1.07953
N -1.27924 -0.24195 -1.52231
H -1.72517 0.76263 1.69139
N 1.09216 0.37363 -0.15719
H -2.91436 0.63515 -0.28555
H -1.77880 -1.12570 -1.56996
H -1.65306 1.64930 -0.81201
C -1.12849 0.42211 0.86790
H 0.78419 0.88452 1.83428
H 0.17301 2.08870 0.66015
O 2.59531 -2.10226 0.50917
C -1.83621 0.62506 -0.47597
H -1.57140 0.12620 -2.42768
H 1.33785 -0.58899 0.09188
H -1.00620 -0.65809 1.03777
H 2.63418 -2.96733 0.08399
C 0.26470 1.03680 0.89110
```

LUMO level   -2.88 eV
Kohn-Sham gap   11.24 eV
HOMO energy   -14.1 eV
Net charge   +1

Version B
A 2-piece molecular cluster, C3H13N2O overall. Source: the Open Molecules 2025 dataset; level of theory: ωB97M-V with the def2-TZVPD basis set.

```
19
Properties=species:S:1:pos:R:3
H 0.39401 -2.60952 0.39656
H -0.16713 1.77528 0.18693
H -1.48220 1.56879 1.17702
C 0.92598 -0.62076 0.54715
H 1.44279 -0.63403 1.51536
H 1.35191 0.88806 -2.19033
N -0.51728 1.28953 1.01533
H 1.43220 0.11534 -0.07725
N 0.96316 -1.92588 -0.08667
H -1.07919 -0.13160 -1.37940
H -2.40432 0.01736 -0.16255
H 0.85545 2.33630 -2.33988
C -1.45923 -0.45944 -0.42690
H 0.03006 1.55825 1.83373
O 0.80553 1.55824 -1.76593
H -0.90829 -0.70360 1.63639
H 1.90643 -2.28038 -0.15585
H -1.57777 -1.53806 -0.47232
C -0.51213 -0.20388 0.74862
```

LUMO level   -3.27 eV
Kohn-Sham gap   9.95 eV
HOMO energy   -13.2 eV
Net charge   +1

version A takes first place; second place is 0.0120 hartree up.

Version A
A 2-piece molecular cluster, C3H13N2O overall. Source: the Open Molecules 2025 dataset; level of theory: ωB97M-V with the def2-TZVPD basis set.

```
19
Properties=species:S:1:pos:R:3
H -2.40960 -0.37583 -0.19808
H 0.23731 -0.21258 1.79795
H -1.26020 1.45711 1.10118
O 0.76300 1.26323 -2.49709
C 1.57499 -0.39298 0.22881
C -0.68492 0.86285 0.39251
N -1.18446 -1.42763 1.19894
H 1.25623 -0.47549 -0.79651
H 1.31841 0.75992 -3.09677
H -1.22637 -2.38559 0.87536
H 2.48435 0.18134 0.36668
H -0.43609 1.34169 -0.55412
C -1.35959 -0.49821 0.07082
H -1.98184 -1.34477 1.82129
H 1.09258 1.19261 1.47270
H 0.42244 1.93882 -3.08992
H -0.89515 -0.93257 -0.81634
H 1.70998 -1.37860 0.67345
N 0.57894 0.42668 1.04911
```

LUMO level   -2.79 eV
Kohn-Sham gap   11.61 eV
HOMO energy   -14.4 eV
Net charge   +1

Version B
A 2-piece molecular cluster, C3H13N2O overall. Source: the Open Molecules 2025 dataset; level of theory: ωB97M-V with the def2-TZVPD basis set.

```
19
Properties=species:S:1:pos:R:3
H 1.49322 0.66822 0.60223
H -0.44385 -0.99675 0.82047
H -2.66172 -1.10442 0.61569
H 2.60208 -1.83836 -0.04706
H -1.56259 -0.34437 -1.48080
C -0.48660 -0.22119 -1.54955
H 1.22174 2.14399 0.06216
N 1.12571 1.22435 -0.17642
H -2.81006 0.26581 1.52511
H -0.12920 0.15352 -2.54950
O 2.13831 -1.25890 0.52269
C -0.92974 -0.04314 0.80594
H 2.50591 -1.40226 1.44348
H 0.10431 -1.19226 -1.30409
H -0.58822 0.55935 1.70853
H 1.68791 1.04092 -0.99498
C -0.28243 0.75771 -0.37743
N -2.30157 -0.19157 0.80590
H -0.68321 1.77934 -0.43236
```

LUMO level   -3.24 eV
Kohn-Sham gap   9.74 eV
HOMO energy   -13.0 eV
Net charge   +1

version A takes first place; second place is 0.0271 hartree up.